--- w ---
A molecular structure, C7H6O. Source: the Open Molecules 2025 dataset; level of theory: the ωB97M-V functional and the def2-TZVPD basis.

Calculated values
Kohn-Sham gap = 8.2 eV
Total charge = 0

Cartesian coordinates (Å):
O 1.487 -1.313 -0.216
C -0.900 -1.281 -0.040
C 0.305 0.733 -0.257
C 2.321 -0.221 -0.115
C -1.930 -0.131 0.031
C 1.761 0.944 -0.049
C 0.312 -0.662 -0.134
C -1.025 1.164 -0.278
H -1.328 2.148 -0.256
H -1.335 -2.238 -0.355
H 2.326 1.994 0.479
H -3.243 -0.403 -0.449
H 3.421 -0.359 0.452
H -2.173 -0.374 1.188

***

--- x ---
C7H6O in the gas phase. Source: the Open Molecules 2025 dataset; level of theory: the ωB97M-V functional and the def2-TZVPD basis.

Calculated values
Kohn-Sham gap = 8.1 eV
Total charge = 0
SMILES string = CC=C=C=CC=C=O

Cartesian coordinates (Å):
O -4.377 -1.076 0.022
C -0.371 0.416 0.027
C -3.645 -0.173 -0.015
C 3.109 -0.526 0.036
C -2.884 0.892 -0.037
C 1.721 -1.073 -0.042
C -1.454 1.185 0.026
C 0.631 -0.338 0.007
H 3.672 -0.770 -0.866
H -1.280 2.256 0.060
H 3.097 0.552 0.167
H -3.488 1.791 -0.132
H 3.635 -0.986 0.874
H 1.633 -2.150 -0.128

***

--- y ---
C7H6O in the gas phase. Source: the Open Molecules 2025 dataset; level of theory: the ωB97M-V functional and the def2-TZVPD basis.

Calculated values
Kohn-Sham gap = 7.9 eV
Total charge = 0
SMILES string = C#CC(=C)C(=C)C=O

Cartesian coordinates (Å):
O 2.452 0.996 -0.485
C -1.478 -1.667 0.539
C 0.559 -0.361 0.346
C -0.813 -0.634 -0.138
C 1.292 0.671 -0.387
C 1.121 -0.827 1.534
C -1.568 0.389 -0.777
C -1.984 1.578 -1.055
H -1.356 -2.469 1.295
H 0.548 -1.242 2.366
H -2.032 2.802 -1.038
H 0.674 0.874 -1.315
H -2.564 -1.690 0.491
H 2.351 -1.133 1.710

***

x (2.339 eV below the next structure)

***

--- w ---
C7H6O in the gas phase. Source: the Open Molecules 2025 dataset; level of theory: the ωB97M-V functional and the def2-TZVPD basis.

Calculated values
Kohn-Sham gap = 9.6 eV
Total charge = 0
SMILES string = O=C1[C@H]2C=C[C@@H]1C=C2

Cartesian coordinates (Å):
O -2.457 -0.365 -0.153
C -1.231 -0.280 -0.070
C 0.728 -1.169 -0.648
C 0.144 1.342 0.659
C 0.697 -1.089 0.782
C -0.216 -0.126 -1.162
C 0.395 1.201 -0.682
C -0.298 -0.113 1.119
H 0.769 1.998 -1.323
H 1.336 -1.656 1.790
H -0.512 -0.303 -2.295
H -0.036 2.205 1.376
H 1.803 -1.410 -1.345
H -1.123 -0.237 1.953

***

--- x ---
C7H6O in the gas phase. Source: the Open Molecules 2025 dataset; level of theory: the ωB97M-V functional and the def2-TZVPD basis.

Calculated values
Kohn-Sham gap = 10.2 eV
Total charge = 0
SMILES string = C#CC(C#C)OC=C

Cartesian coordinates (Å):
O -0.142 0.714 -1.351
C 0.215 -0.624 -0.995
C -0.503 1.607 -0.390
C -0.881 -1.327 -0.291
C 2.522 -0.696 0.312
C 1.462 -0.642 -0.233
C -0.439 1.515 0.927
C -1.772 -1.894 0.292
H -0.883 2.498 -0.915
H 3.466 -0.667 0.846
H -0.129 0.631 1.450
H -0.772 2.373 1.502
H -2.562 -2.402 0.814
H 0.416 -1.086 -1.968

***

w (0.265 eV below the next structure)

***

--- w ---
C3H2S2 in the gas phase. Source: the Open Molecules 2025 dataset; level of theory: the ωB97M-V functional and the def2-TZVPD basis.

Calculated values
Kohn-Sham gap (spin up / spin down) = 4.6 / 4.3 eV
Total charge = 0

Cartesian coordinates (Å):
S -2.401 -0.432 -0.665
S -0.977 -1.193 0.465
C 0.423 1.108 0.080
C 0.195 2.295 0.020
C 0.518 -0.327 0.002
H 1.296 -0.629 0.919
H 0.946 -0.821 -0.822

***

--- x ---
A molecular structure, C3H2S2. Source: the Open Molecules 2025 dataset; level of theory: the ωB97M-V functional and the def2-TZVPD basis.

Calculated values
Kohn-Sham gap = 7.8 eV
Total charge = 0

Cartesian coordinates (Å):
S -0.714 1.863 0.074
S -2.195 -0.342 -0.003
C 0.408 -1.025 -0.053
C 0.550 0.997 0.048
C -0.832 -1.184 -0.046
H 1.270 -1.491 -0.417
H 1.513 1.182 0.396

***

x (3.208 eV below the next structure)

***

--- w ---
2 unconnected molecules or ions with the total composition C6H16. Source: the Open Molecules 2025 dataset; level of theory: the ωB97M-V functional and the def2-TZVPD basis.

Calculated values
Kohn-Sham gap (spin up / spin down) = 11.3 / 4.2 eV
2S+1 = 2
Total charge = +1

Cartesian coordinates (Å):
C -0.348 -0.578 -1.056
C 1.763 1.860 2.133
C 0.759 0.916 2.768
C -0.504 0.597 -1.993
C -1.658 -0.946 -0.310
C -0.103 -1.976 -1.784
H 0.527 -0.536 -0.409
H -0.216 -2.878 -1.187
H -0.287 0.440 -3.053
H 1.626 1.934 1.052
H -0.278 1.282 2.719
H 0.675 -0.083 2.332
H -2.259 -1.735 -0.782
H -0.693 -2.034 -2.692
H -1.437 -1.429 0.649
H 0.207 1.368 -1.686
H 0.795 0.877 3.859
H -1.518 0.988 -1.964
H 1.636 2.821 2.630
H -2.174 0.014 -0.233
H 0.978 -1.941 -2.021
H 2.833 1.674 2.255

***

--- x ---
2 unconnected molecules or ions with the total composition C6H16. Source: the Open Molecules 2025 dataset; level of theory: the ωB97M-V functional and the def2-TZVPD basis.

Calculated values
Kohn-Sham gap (spin up / spin down) = 13.1 / 3.2 eV
2S+1 = 2
Total charge = +1

Cartesian coordinates (Å):
C -2.230 -0.871 -1.673
C 0.850 0.541 1.922
C 0.167 -0.849 2.032
C 0.090 0.518 -1.806
C 2.386 0.403 1.573
C -1.426 0.438 -2.010
H 0.943 0.906 2.902
H -3.179 -1.001 -2.222
H -1.543 0.642 -3.050
H -2.244 -0.915 -0.555
H 0.719 0.073 -2.618
H 3.039 0.572 2.350
H -0.880 -0.715 2.142
H 2.568 1.261 0.854
H 0.304 1.120 1.223
H 0.391 -1.631 2.860
H -1.562 -1.716 -2.008
H -1.936 1.297 -1.497
H 2.535 -0.586 1.172
H 0.330 -1.432 1.026
H 0.320 0.238 -0.857
H 0.357 1.707 -1.759

***

w (1.482 eV below the next structure)

***

--- w ---
2 unconnected molecules or ions with the total composition C3H7O3. Source: the Open Molecules 2025 dataset; level of theory: the ωB97M-V functional and the def2-TZVPD basis.

Calculated values
Kohn-Sham gap = 7.6 eV
Total charge = -1

Cartesian coordinates (Å):
O -2.588 -1.490 -0.573
O 2.261 1.150 2.026
O -0.383 -1.596 -0.072
C -1.392 -1.178 -0.694
C 1.131 0.594 1.342
C -1.082 -0.046 -1.750
H -2.029 0.315 -2.143
H 0.193 1.035 1.666
H -0.596 0.719 -1.160
H -0.388 -0.410 -2.500
H 1.055 -0.444 1.127
H 1.151 0.974 0.305
H 2.666 0.375 2.426

***

--- x ---
2 unconnected molecules or ions with the total composition C3H7O3. Source: the Open Molecules 2025 dataset; level of theory: the ωB97M-V functional and the def2-TZVPD basis.

Calculated values
Kohn-Sham gap = 8.5 eV
Total charge = -1

Cartesian coordinates (Å):
O 0.010 0.483 -0.891
O -1.483 -3.780 -1.591
O -0.917 -1.765 -0.746
C -0.093 1.350 0.289
C 1.258 1.832 0.778
C -0.930 -3.045 -0.742
H 1.129 2.721 1.457
H -0.435 -0.415 -0.729
H -0.804 0.750 0.972
H -0.776 2.292 -0.069
H 1.923 1.059 1.169
H 1.873 2.038 -0.074
H -0.755 -3.520 0.176

***

--- y ---
2 unconnected molecules or ions with the total composition C3H7O3. Source: the Open Molecules 2025 dataset; level of theory: the ωB97M-V functional and the def2-TZVPD basis.

Calculated values
Kohn-Sham gap = 8.4 eV
Total charge = -1

Cartesian coordinates (Å):
O -3.081 -0.565 -0.330
O 1.753 -1.850 -0.419
O -0.474 -1.297 -0.789
C 0.621 0.864 1.081
C 0.796 -1.028 -0.549
C 1.248 0.447 -0.281
H 0.075 1.785 1.079
H -2.215 -1.032 -0.700
H -0.013 0.170 1.431
H 0.845 1.014 -1.105
H -3.243 0.102 -1.008
H 1.379 0.922 1.769
H 2.309 0.468 -0.178

***

y (0.424 eV below the next structure)